No. 1
The following is a DFT calculation (ωB97M-V/def2-TZVPD) of the molecule C4H5NO.

Its HOMO-LUMO gap is 9.7 eV. The total charge is 0. For the highest occupied orbital energy, the calculation gives -9.498 eV. As for the multiplicity: 1. The value obtained for the LUMO energy is 0.0065 Ha.

Atoms and positions in Å:
O (-2.829, 0.247, 0.302)
C (-1.537, 0.115, 0.137)
N (-1.605, 1.344, -0.136)
C (1.258, 0.619, -0.238)
C (0.706, -0.737, 0.073)
C (-0.599, -0.981, 0.246)
H (0.604, 1.414, 0.132)
H (2.249, 0.760, 0.199)
H (1.348, 0.747, -1.324)
H (1.408, -1.567, 0.144)
H (-1.004, -1.963, 0.465)


No. 2
The following is a DFT calculation (ωB97M-V/def2-TZVPD) of a structure of composition C24H45LuNO3P2.

Its HOMO-LUMO gap is 5.1 eV. The total charge is +1. For the highest occupied orbital energy, the calculation gives -10.044 eV. As for the multiplicity: 1. The value obtained for the LUMO energy is -0.1831 Ha.

Atoms and positions in Å:
Lu (0.629, -0.365, -0.722)
C (1.240, -2.085, 1.470)
C (2.041, -2.121, 0.281)
C (2.695, -0.305, 1.562)
C (1.696, -1.009, 2.280)
C (2.913, -0.973, 0.316)
C (0.278, -3.120, 1.898)
H (-0.129, -3.663, 1.036)
H (-0.568, -2.669, 2.440)
H (0.738, -3.869, 2.564)
C (1.359, -0.806, 3.700)
H (0.364, -1.203, 3.942)
H (1.384, 0.254, 3.987)
H (2.082, -1.338, 4.342)
C (3.535, 0.781, 2.089)
H (4.474, 0.382, 2.511)
H (3.016, 1.341, 2.876)
H (3.810, 1.492, 1.299)
C (3.923, -0.616, -0.712)
H (4.643, -1.435, -0.862)
H (4.484, 0.279, -0.415)
H (3.477, -0.402, -1.701)
C (2.124, -3.255, -0.669)
H (2.769, -4.053, -0.262)
H (2.562, -2.956, -1.631)
H (1.141, -3.709, -0.859)
C (-1.620, -0.152, -1.185)
C (-1.256, -1.479, -0.996)
C (-1.136, -2.449, -2.159)
C (0.044, -2.189, -3.161)
C (0.989, -1.026, -2.873)
C (0.570, 0.300, -2.946)
C (-0.817, 0.612, -3.526)
C (-1.998, 0.451, -2.524)
H (-2.081, -2.492, -2.735)
H (-0.373, -2.060, -4.177)
H (-1.034, -3.469, -1.742)
H (-2.807, -0.128, -3.004)
H (-1.958, 0.426, -0.309)
H (-1.426, -1.920, 0.004)
H (-2.446, 1.446, -2.340)
H (-0.836, 1.633, -3.949)
H (1.310, 1.110, -3.087)
H (-0.997, -0.043, -4.397)
H (0.639, -3.119, -3.225)
H (2.059, -1.263, -2.981)
P (-3.516, -1.076, 1.989)
C (-3.072, -1.021, 3.772)
H (-3.985, -1.040, 4.387)
H (-2.481, -0.113, 3.971)
H (-2.454, -1.907, 3.995)
C (-4.279, 0.582, 1.798)
H (-5.248, 0.615, 2.321)
H (-4.441, 0.754, 0.722)
H (-3.602, 1.361, 2.178)
C (-5.021, -2.123, 2.004)
H (-5.450, -2.135, 0.988)
H (-5.740, -1.702, 2.725)
H (-4.735, -3.150, 2.285)
P (0.984, 3.451, -1.400)
C (2.449, 4.046, -2.308)
H (2.221, 4.972, -2.850)
H (2.744, 3.264, -3.024)
H (3.284, 4.198, -1.608)
C (-0.406, 4.167, -2.339)
H (-0.568, 3.605, -3.270)
H (-0.206, 5.222, -2.574)
H (-1.323, 4.084, -1.732)
C (0.979, 4.500, 0.090)
H (1.231, 5.535, -0.180)
H (1.697, 4.104, 0.821)
H (-0.014, 4.467, 0.558)
O (0.762, 2.342, 2.350)
N (-0.151, 1.669, 1.872)
O (-1.263, 1.499, 2.354)
O (0.100, 1.065, 0.656)


No. 3
The following is a DFT calculation (ωB97M-V/def2-TZVPD) of the molecule C2H5PS.

Its HOMO-LUMO gap (alpha / beta) is 6.9 / 6.9 eV. The total charge is 0. For the highest occupied orbital energy (alpha / beta), the calculation gives -7.833 / -7.834 eV. As for the multiplicity: 1. The value obtained for the LUMO energy (alpha / beta) is -0.0342 / -0.0342 Ha.

Atoms and positions in Å:
C (0.417, -0.317, -1.939)
C (-0.097, 0.432, 1.941)
P (-0.176, 0.141, 0.212)
S (0.509, -1.858, -2.358)
H (0.822, 0.334, -2.665)
H (-0.527, 1.449, 2.191)
H (0.888, 0.279, 2.384)
H (-1.353, 0.780, 0.057)
H (-0.483, -1.240, 0.177)


What did the third record say?
The following is a DFT calculation (ωB97M-V/def2-TZVPD) of the molecule C2H5PS.

Its HOMO-LUMO gap (alpha / beta) is 6.9 / 6.9 eV. The total charge is 0. For the highest occupied orbital energy (alpha / beta), the calculation gives -7.833 / -7.834 eV. As for the multiplicity: 1. The value obtained for the LUMO energy (alpha / beta) is -0.0342 / -0.0342 Ha.

Atoms and positions in Å:
C (0.417, -0.317, -1.939)
C (-0.097, 0.432, 1.941)
P (-0.176, 0.141, 0.212)
S (0.509, -1.858, -2.358)
H (0.822, 0.334, -2.665)
H (-0.527, 1.449, 2.191)
H (0.888, 0.279, 2.384)
H (-1.353, 0.780, 0.057)
H (-0.483, -1.240, 0.177)


- What is the total charge in the third record?
  0


- Which value of multiplicity does entry 1 give?
  1